{
  "formula": "C5H11NO2",
  "method": "ωB97M-V/def2-TZVPD",
  "species": ["C", "C", "C", "C", "O", "N", "C", "O", "H", "H", "H", "H", "H", "H", "H", "H", "H", "H", "H"],
  "positions_angstrom": [[0.2621, 1.0049, -2.6339], [0.6103, -0.2291, -1.8309], [0.5097, -0.0009, -0.3339], [-0.8878, -0.2461, 0.1989], [-1.8438, -0.0786, -0.5430], [-1.1155, -0.4154, 1.5371], [-0.1451, -0.8352, 2.5240], [-0.0428, 0.0963, 3.5857], [1.1250, 1.6764, -2.6438], [-0.6707, 1.4999, -2.3764], [0.1322, 0.8409, -3.7128], [-0.1194, -1.0158, -2.0136], [1.6240, -0.5464, -2.0680], [0.7972, 1.0002, -0.0069], [1.2305, -0.6330, 0.1885], [-2.1022, -0.4564, 1.7541], [-0.4614, -1.7557, 3.0002], [0.8131, -0.8702, 2.0387], [0.2845, 0.9643, 3.3359]],
  "forces_ev_per_a": [[0.331, 0.409, -1.355], [-0.669, 0.183, 0.212], [0.578, -0.561, 0.999], [-0.716, 1.323, -0.381], [0.065, -0.444, 0.024], [0.536, -0.533, -0.081], [-0.482, 1.596, 0.063], [-0.324, -0.324, 0.847], [-0.268, 0.398, 0.478], [0.169, 0.055, 0.616], [0.063, -0.625, 0.163], [0.266, -0.237, -0.465], [-0.083, -0.209, -0.140], [-0.113, 0.272, -0.218], [-0.014, -0.185, -0.115], [0.104, -0.078, 0.116], [0.240, -0.207, -0.021], [0.301, -0.690, -0.226], [0.018, -0.144, -0.515]],
  "gap_ev": 10.5371,
  "smiles": "CCCC(=O)NCO",
  "largest_force_ha_per_bohr": 0.0325,
  "charge": 0,
  "spin_multiplicity": 1,
  "lumo_ev": 0.7,
  "e_above_lowest_kj_mol": 73.75
}

---

{
  "formula": "C5H11NO2",
  "method": "ωB97M-V/def2-TZVPD",
  "species": ["C", "O", "C", "C", "O", "H", "H", "H", "H", "H", "H", "C", "C", "N", "H", "H", "H", "H", "H"],
  "positions_angstrom": [[1.6037, 1.7119, 0.3214], [1.2113, 0.5121, -0.3223], [0.4626, -0.5477, 0.5700], [0.9172, -1.8876, 0.0656], [0.1672, -0.2250, 1.6926], [0.9877, 2.5429, -0.0387], [2.6583, 1.9021, 0.1155], [1.4919, 1.6697, 1.4087], [0.6125, -2.0015, -0.9742], [2.0051, -1.9277, 0.1054], [0.4760, -2.6800, 0.6690], [-0.8980, 0.4020, -1.4057], [-1.5803, -0.3654, -0.4919], [-2.3871, 0.2007, 0.5168], [-0.8590, 1.4802, -1.3287], [-0.5573, -0.0320, -2.3313], [-1.8748, -1.3720, -0.7692], [-1.9600, 1.0422, 0.8876], [-2.4770, -0.4248, 1.3093]],
  "forces_ev_per_a": [[-0.289, -0.185, 0.268], [-0.239, -1.760, 1.748], [3.568, 2.646, 0.504], [-0.861, -0.048, -0.383], [-0.285, -0.645, -1.400], [0.107, 0.065, -0.053], [-0.070, 0.031, -0.195], [-0.112, -0.152, -0.073], [0.134, -0.089, 0.054], [-0.055, 0.145, 0.150], [0.036, 0.036, -0.008], [-2.172, -1.363, 0.898], [-1.006, 1.807, -2.301], [0.446, -0.195, 0.377], [0.201, -0.041, 0.205], [0.343, -0.123, 0.117], [0.429, -0.183, 0.244], [-0.112, 0.097, -0.100], [-0.062, -0.041, -0.053]],
  "gap_ev": 8.8452,
  "smiles": "COC(C)=O.C=CN",
  "largest_force_ha_per_bohr": 0.0869,
  "charge": 0,
  "spin_multiplicity": 1,
  "lumo_ev": 0.8,
  "e_above_lowest_kj_mol": 298.69
}

---

{
  "formula": "C5H11NO2",
  "method": "ωB97M-V/def2-TZVPD",
  "species": ["C", "C", "N", "C", "O", "O", "H", "H", "H", "H", "H", "H", "H", "C", "C", "H", "H", "H", "H"],
  "positions_angstrom": [[0.6720, 2.1784, -0.2465], [-1.5971, -1.0077, -0.1215], [-0.0469, 1.0567, 0.3617], [-0.5107, -0.1706, -0.7522], [-1.0426, 1.5256, 1.2745], [-0.4845, 0.1448, -1.9224], [-1.7053, 1.9756, 0.7236], [1.0669, 2.8079, 0.5490], [0.0064, 2.7366, -0.9075], [1.4948, 1.7822, -0.8380], [-1.4108, -1.2291, 0.9269], [-2.5423, -0.4641, -0.1935], [-1.6795, -1.9323, -0.6889], [1.2004, -1.0926, -0.1763], [1.2744, -2.2146, 0.5438], [0.5256, -2.4645, 1.2924], [1.9691, -0.9127, -0.9302], [0.6969, 0.1860, 0.6298], [2.1132, -2.9056, 0.4754]],
  "forces_ev_per_a": [[-0.106, -0.211, 0.013], [-0.020, 0.295, 0.228], [0.254, -0.794, 0.085], [0.964, -0.343, -0.035], [0.507, -0.288, -0.334], [0.067, 0.113, 0.439], [0.170, -0.125, 0.006], [-0.078, 0.043, -0.041], [0.035, -0.011, 0.038], [-0.074, -0.072, -0.029], [0.057, 0.005, -0.013], [0.009, -0.043, -0.040], [0.074, 0.055, -0.005], [-0.719, -0.168, -0.610], [0.089, 0.386, 0.079], [-0.037, -0.048, -0.086], [0.028, 0.032, 0.046], [-1.150, 1.147, 0.294], [-0.072, 0.027, -0.035]],
  "gap_ev": 9.0398,
  "largest_force_ha_per_bohr": 0.0321,
  "charge": 0,
  "spin_multiplicity": 1,
  "lumo_ev": 0.7,
  "e_above_lowest_kj_mol": 595.35
}

---

{
  "formula": "C5H11NO2",
  "method": "ωB97M-V/def2-TZVPD",
  "species": ["N", "C", "C", "C", "C", "C", "O", "H", "H", "H", "H", "H", "H", "H", "H", "H", "H", "H", "O"],
  "positions_angstrom": [[-1.9266, 0.0882, 0.5282], [1.8639, 1.7641, 1.1763], [0.5507, 1.6695, 1.1020], [-1.7660, -2.2866, 0.5560], [-1.3756, -1.0368, 0.0934], [-0.3030, -0.9891, -0.9790], [0.9471, -0.8347, -0.4162], [-2.7306, -0.2060, 1.0973], [2.4658, 1.7061, 0.2780], [2.3443, 2.0207, 2.1091], [-0.0301, 1.5890, 0.2074], [-0.0156, 1.8389, 2.0139], [-1.2778, -3.1628, 0.1436], [-2.4975, -2.4809, 1.3329], [-0.3620, -1.8914, -1.5955], [-0.5119, -0.1193, -1.6074], [1.7043, 1.4690, -2.6038], [1.3219, 0.0302, -0.7895], [1.4311, 1.2469, -1.7111]],
  "forces_ev_per_a": [[-0.454, -1.171, -0.412], [0.514, 0.316, -0.406], [-0.651, 0.656, 0.939], [0.252, -0.411, 0.204], [0.332, 0.595, -0.495], [-0.088, 0.683, -0.052], [0.089, -0.750, 0.385], [0.238, 0.432, 0.535], [0.036, -0.079, 0.060], [0.091, -0.213, 0.157], [0.233, -0.140, -0.361], [-0.175, -0.084, 0.016], [0.043, 0.009, 0.047], [-0.201, 0.313, -0.078], [-0.115, -0.170, -0.033], [-0.136, -0.039, -0.191], [0.155, -0.358, -0.086], [0.131, 0.166, -0.666], [-0.294, 0.246, 0.437]],
  "gap_ev": 3.3396,
  "largest_force_ha_per_bohr": 0.0257,
  "charge": 0,
  "spin_multiplicity": 1,
  "lumo_ev": -4.6,
  "e_above_lowest_kj_mol": 865.58
}

---

{
  "formula": "C5H11NO2",
  "method": "ωB97M-V/def2-TZVPD",
  "species": ["C", "C", "O", "O", "N", "H", "H", "H", "H", "H", "C", "C", "C", "H", "H", "H", "H", "H", "H"],
  "positions_angstrom": [[-0.7857, -1.4756, 1.4807], [0.1213, -0.4877, 0.8151], [-1.5292, 1.1193, 1.1149], [1.4419, -0.7376, 1.0358], [-0.1187, 0.8932, 0.8273], [-1.4881, 1.8619, 1.7280], [1.8628, 0.1361, 1.0903], [-0.4249, -2.4869, 1.2999], [-0.7622, -1.2683, 2.5568], [-1.8090, -1.3665, 1.1324], [1.0488, 1.3304, -1.6090], [-0.1315, 0.5527, -1.1302], [-0.1128, -0.8731, -1.1242], [-1.0945, 1.0496, -1.2085], [1.0380, 1.3159, -2.7061], [1.9839, 0.8596, -1.2963], [1.0271, 2.3630, -1.2641], [-1.0464, -1.3992, -1.2803], [0.7791, -1.3866, -1.4626]],
  "forces_ev_per_a": [[0.047, 0.219, 0.326], [-0.169, -2.218, -2.039], [0.624, -0.054, 0.002], [-0.044, 0.310, 0.219], [-0.675, 0.829, -1.647], [-0.018, -0.095, -0.069], [-0.001, -0.110, 0.039], [0.037, 0.087, -0.012], [-0.035, -0.065, 0.001], [0.060, 0.019, -0.008], [-0.022, -0.013, -0.141], [-0.020, 1.633, 1.673], [0.261, -0.621, 1.941], [0.042, 0.014, -0.139], [0.017, 0.001, 0.056], [-0.068, -0.011, 0.000], [-0.033, -0.061, -0.039], [0.020, 0.061, -0.094], [-0.021, 0.075, -0.071]],
  "gap_ev": 8.1605,
  "largest_force_ha_per_bohr": 0.0587,
  "charge": 0,
  "spin_multiplicity": 1,
  "lumo_ev": 0.9,
  "e_above_lowest_kj_mol": 539.51
}

---

{
  "formula": "C5H11NO2",
  "method": "ωB97M-V/def2-TZVPD",
  "species": ["C", "C", "C", "C", "N", "C", "O", "O", "H", "H", "H", "H", "H", "H", "H", "H", "H", "H", "H"],
  "positions_angstrom": [[-0.3391, -1.6549, 0.6405], [-0.7873, -0.1657, 0.4033], [-0.8751, 0.6467, 1.6551], [0.0098, 0.4824, -0.7368], [-0.1820, -0.2087, -1.9806], [1.4406, 0.5894, -0.3922], [1.9615, 0.3460, 0.6747], [2.2071, 1.0502, -1.4443], [0.6969, -1.6748, 0.9207], [-0.4095, -2.2632, -0.2874], [-0.9224, -2.0519, 1.4536], [-1.8494, -0.2326, 0.0272], [-0.0157, 0.4754, 2.2485], [-1.1082, 1.6758, 1.4112], [-1.6974, 0.2178, 2.2985], [-0.2861, 1.5207, -0.8151], [-1.1854, -0.1639, -2.2599], [0.2936, 0.2114, -2.7858], [3.0482, 1.1999, -1.0313]],
  "forces_ev_per_a": [[-0.187, 1.012, -0.984], [-1.191, -1.786, -1.379], [-1.501, -1.036, 0.765], [-0.589, 0.100, 0.581], [-1.208, -0.396, -1.728], [2.054, -0.185, 0.157], [-0.430, 0.400, -0.769], [-1.519, -0.299, 0.474], [0.506, 0.008, 0.336], [-0.308, 0.411, 0.681], [-0.299, -0.425, 0.163], [0.884, 0.076, 0.001], [1.158, 0.589, 0.522], [0.201, 0.330, 0.353], [0.499, 0.604, -0.733], [-0.347, 0.705, 0.111], [0.983, -0.172, 0.575], [0.160, -0.050, 0.714], [1.133, 0.115, 0.160]],
  "gap_ev": 10.4376,
  "smiles": "CC(C)[C@H](N)C(=O)O",
  "largest_force_ha_per_bohr": 0.0496,
  "charge": 0,
  "spin_multiplicity": 1,
  "lumo_ev": 0.7,
  "e_above_lowest_kj_mol": 50.49
}

---

{
  "formula": "C5H11NO2",
  "method": "ωB97M-V/def2-TZVPD",
  "species": ["C", "C", "O", "C", "C", "N", "C", "O", "H", "H", "H", "H", "H", "H", "H", "H", "H", "H", "H"],
  "positions_angstrom": [[0.4812, -2.1476, 0.5588], [0.0250, -1.4479, -0.6964], [-1.3665, -1.8058, -0.8717], [0.2116, 0.1077, -0.6448], [-0.7430, 0.8414, -1.5967], [0.1725, 0.5966, 0.7243], [0.8316, 1.7260, 1.0667], [0.4737, 2.4640, 1.9632], [-0.1443, -1.8330, 1.3732], [1.4724, -1.8025, 0.8165], [0.3814, -3.2294, 0.4940], [0.5645, -1.7931, -1.5733], [-1.5939, -1.8739, -1.8117], [1.2249, 0.2463, -1.0185], [-0.2089, 1.0911, -2.5162], [-1.6520, 0.3036, -1.8206], [-1.0237, 1.8003, -1.1623], [-0.7337, 0.5962, 1.1791], [1.7816, 1.9296, 0.5651]],
  "forces_ev_per_a": [[-0.044, 0.235, -0.185], [-1.099, 0.213, -0.308], [0.138, -0.057, -0.088], [-0.037, -1.071, -0.155], [0.576, 0.595, 0.024], [-0.460, 0.196, -0.407], [0.231, 0.695, 1.042], [-0.042, -0.075, -0.107], [-0.415, 0.159, 0.417], [0.458, -0.308, 0.051], [0.317, 0.041, -0.226], [0.243, -0.158, -0.128], [0.266, 0.088, 0.442], [0.201, 0.278, 0.271], [-0.199, -0.178, -0.123], [-0.137, -0.158, 0.016], [-0.056, 0.020, 0.052], [-0.064, -0.273, -0.063], [0.122, -0.243, -0.524]],
  "gap_ev": 10.3549,
  "smiles": "C[C@@H](O)[C@@H](C)NC=O",
  "largest_force_ha_per_bohr": 0.0248,
  "charge": 0,
  "spin_multiplicity": 1,
  "lumo_ev": 0.6,
  "e_above_lowest_kj_mol": 89.20
}

---

{
  "formula": "C5H11NO2",
  "method": "ωB97M-V/def2-TZVPD",
  "species": ["C", "C", "C", "H", "H", "H", "H", "H", "H", "H", "H", "C", "N", "C", "O", "O", "H", "H", "H"],
  "positions_angstrom": [[2.0132, -0.3051, 0.6676], [2.1559, -0.5007, -0.7428], [0.2388, 0.5586, 1.3847], [1.9684, -1.1906, 1.2903], [2.5247, 0.5378, 1.1129], [1.0396, -0.6898, -1.1302], [2.6186, -1.4435, -1.0312], [2.5347, 0.3559, -1.2947], [-0.8068, 0.5862, 1.6669], [0.7227, 0.3738, 2.3383], [0.4159, 1.5763, 1.0493], [-2.2177, 0.2465, -0.1856], [-2.4732, 0.8136, -1.3887], [-1.0238, -0.7029, -0.1753], [-2.9627, 0.3334, 0.7740], [-0.4118, -0.9432, -1.2466], [-1.9295, 0.5379, -2.1897], [-3.3366, 1.3165, -1.5131], [-1.0702, -1.4609, 0.6139]],
  "forces_ev_per_a": [[-1.901, 0.595, 1.216], [-1.735, -0.286, -1.520], [1.844, 0.394, 0.184], [0.195, 0.038, 0.013], [-0.006, -0.131, 0.136], [2.106, 0.362, 0.322], [0.232, 0.053, 0.072], [0.219, -0.071, 0.064], [-0.427, -0.933, -0.504], [0.089, 0.322, 0.209], [0.381, 0.110, 0.000], [-0.744, -0.017, -0.150], [0.281, 0.001, 0.128], [0.543, -1.082, -1.883], [0.444, 0.079, -0.039], [-1.771, 0.354, 1.503], [0.067, 0.041, 0.070], [0.090, -0.060, 0.068], [0.091, 0.231, 0.111]],
  "gap_ev": [9.4346, 9.4352],
  "largest_force_ha_per_bohr": 0.0457,
  "charge": 0,
  "spin_multiplicity": 1,
  "lumo_ev": [0.1, 0.1],
  "e_above_lowest_kj_mol": 453.50
}

---

{
  "formula": "C5H11NO2",
  "method": "ωB97M-V/def2-TZVPD",
  "species": ["O", "C", "O", "C", "C", "C", "C", "N", "H", "H", "H", "H", "H", "H", "H", "H", "H", "H", "H"],
  "positions_angstrom": [[1.5820, -1.5034, 2.0019], [1.1787, -0.9563, 0.9979], [0.1014, 1.5225, -1.6137], [1.9221, 0.1453, 0.3103], [-0.0286, -1.5531, 0.3287], [-0.7734, -0.9419, -0.7287], [-1.4899, 0.8479, 0.8064], [-1.8172, -0.0135, -0.3287], [0.5267, 2.1511, -2.2258], [2.6909, -0.2658, -0.3467], [1.3118, 0.8495, -0.2652], [2.4916, 0.6933, 1.0631], [-0.2398, -2.5376, 0.7370], [-0.0634, -0.3283, -1.3868], [-1.2232, -1.6413, -1.4410], [-1.0020, 0.1786, 1.5308], [-0.7326, 1.5500, 0.4681], [-2.3788, 1.2818, 1.2487], [-2.0562, 0.5211, -1.1564]],
  "forces_ev_per_a": [[-0.215, -0.110, 0.252], [0.069, 0.059, -0.514], [-0.170, -0.149, -0.269], [0.335, 0.574, 0.586], [0.682, 0.805, 0.173], [-1.173, -1.237, -0.139], [0.732, -0.851, -0.299], [0.015, 0.259, -0.037], [-0.147, -0.721, 0.175], [-0.191, -0.270, -0.196], [-0.089, -0.210, -0.126], [-0.087, -0.071, 0.145], [0.155, -0.353, -0.641], [0.725, 1.175, -0.054], [-0.142, -0.248, 0.410], [-0.272, 0.273, 0.285], [-0.169, 0.450, 0.390], [-0.075, 0.211, -0.214], [0.018, 0.412, 0.074]],
  "gap_ev": 5.0092,
  "largest_force_ha_per_bohr": 0.0333,
  "charge": 0,
  "spin_multiplicity": 1,
  "lumo_ev": -3.4,
  "e_above_lowest_kj_mol": 658.14
}

---

{
  "formula": "C5H11NO2S",
  "method": "ωB97M-V/def2-TZVPD",
  "species": ["C", "C", "C", "C", "O", "N", "S", "C", "O", "H", "H", "H", "H", "H", "H", "H", "H", "H", "H", "H"],
  "positions_angstrom": [[2.3407, -0.1479, 1.1062], [1.5057, 0.1301, -0.2193], [1.6506, 1.6249, -0.5664], [0.1372, -0.3863, 0.1759], [-0.2897, -1.5273, 0.3331], [-0.8982, 0.6510, 0.1151], [-2.3053, 0.0519, 0.2928], [-2.6877, -1.1764, -1.0116], [-3.2512, 1.0910, 0.4635], [2.2505, 0.8137, 1.5535], [1.9709, -0.8289, 1.8468], [3.4059, -0.4207, 1.0130], [1.7028, -0.4959, -1.0966], [1.5549, 2.3266, 0.2127], [2.6569, 1.6623, -0.9064], [0.9574, 1.6395, -1.3529], [-2.5569, -0.7933, 1.5113], [-2.7832, -2.0596, -0.4050], [-3.6078, -0.9790, -1.5321], [-1.7532, -1.1756, -1.5335]],
  "forces_ev_per_a": [[0.824, 0.042, -1.049], [0.259, -1.363, 2.844], [0.178, -2.963, -0.399], [-3.960, 2.259, -1.500], [1.923, -0.241, 0.314], [2.453, -1.563, 0.460], [-0.578, -1.508, 1.817], [0.386, 0.707, 1.727], [-1.831, 1.149, -0.416], [0.475, 0.717, 0.820], [-0.749, -0.740, -0.119], [-0.395, 0.390, -0.455], [0.663, 0.062, 0.214], [-0.752, 0.587, 0.921], [0.878, 0.474, -0.700], [-0.839, 1.532, -1.272], [1.048, 0.972, -1.886], [0.028, -0.654, -0.137], [-0.075, 0.480, -0.284], [0.063, -0.338, -0.900]],
  "gap_ev": 10.1169,
  "smiles": "CC(C)C(=O)N=[S@H](C)=O",
  "largest_force_ha_per_bohr": 0.0933,
  "charge": 0,
  "spin_multiplicity": 1,
  "lumo_ev": 0.5,
  "e_above_lowest_kj_mol": 364.01
}

---

> Which formula does entry 2 have?

C5H11NO2

---

> Which value of charge does entry 3 give?

0